1.
Molecular formula: C19H18CdNOSe
Method: DFT, ωB97M-V/def2-TZVPD

Geometry as XYZ:
```
41
C19H18CdNOSe (ωB97M-V/def2-TZVPD)
C 0.73 -1.79 1.79
C -0.73 -2.03 1.73
C -1.09 -2.17 0.38
H -1.56 -1.73 2.41
C 0.14 -2.36 -0.39
C 1.26 -1.96 0.45
H 2.33 -2.13 0.21
H 1.55 -1.68 2.56
H -2.12 -2.32 0.00
H 0.20 -2.86 -1.38
C -1.18 2.18 0.19
C -1.14 1.91 1.56
C 0.32 1.63 2.04
H -1.97 1.39 2.08
C 1.10 1.94 0.74
C 0.19 2.38 -0.29
H 0.47 2.88 -1.26
H -2.10 2.34 -0.41
H 0.87 2.03 2.92
H 2.20 2.14 0.80
Cd 0.41 0.02 -0.46
O -1.06 0.34 -2.11
C -1.20 -0.83 -2.90
C 0.01 -1.03 -3.74
H -1.46 -1.80 -2.38
H -2.03 -0.32 -3.42
H 0.78 -1.72 -3.36
H 0.96 -2.05 -5.89
C 0.77 -0.97 -6.01
C 0.23 -0.27 -4.89
C -0.08 1.13 -5.02
H -0.45 1.67 -4.13
C 0.13 1.76 -6.24
H -0.09 2.83 -6.34
C 0.62 1.04 -7.35
H 0.78 1.55 -8.31
C 0.93 -0.33 -7.23
H 1.30 -0.89 -8.08
Se -0.04 -0.05 5.40
C -0.10 -0.07 3.66
N 0.10 0.18 2.46
```

Output
HOMO (alpha / beta) in eV: -3.533 / -2.507
Multiplicity: 1
Total charge: -1
Maximum force in Eh/bohr: 0.11426
E in eV: -93435.0099


2.
Molecular formula: C19H18Cl2O8Sc
Method: DFT, ωB97M-V/def2-TZVPD

Geometry as XYZ:
```
48
C19H18Cl2O8Sc (ωB97M-V/def2-TZVPD)
Sc 0.02 -0.28 -0.04
O -2.61 2.51 1.66
C -1.56 1.96 1.15
O -1.58 1.13 0.24
C -0.24 2.43 1.71
O 0.77 1.50 1.34
C 1.31 0.73 2.44
C 0.44 -0.52 2.73
O 0.48 -1.07 3.79
O -0.30 -0.85 1.70
H -3.44 2.18 1.27
H 0.00 3.39 1.26
H -0.32 2.56 2.79
H 2.29 0.38 2.11
H 1.43 1.33 3.34
O 0.21 -2.29 -0.72
C 1.64 -2.61 -0.95
C 2.31 -1.23 -1.23
O 3.21 -1.10 -2.01
O 1.81 -0.29 -0.46
C 1.74 -3.56 -2.12
C 1.38 -3.09 -3.38
C 1.43 -3.93 -4.48
C 1.83 -5.25 -4.32
C 2.18 -5.72 -3.07
C 2.14 -4.88 -1.96
C 2.31 -3.10 0.33
C 3.69 -3.26 0.33
C 4.35 -3.70 1.47
C 3.63 -3.97 2.62
C 2.25 -3.81 2.63
C 1.59 -3.38 1.49
H -0.21 -3.12 -0.48
H 1.10 -2.05 -3.49
H 1.17 -3.56 -5.46
H 1.87 -5.91 -5.18
H 2.50 -6.75 -2.95
H 2.42 -5.26 -0.99
H 4.25 -3.04 -0.57
H 5.42 -3.82 1.45
H 4.14 -4.30 3.51
H 1.69 -4.00 3.54
H 0.51 -3.27 1.53
Cl -1.99 -0.84 -2.01
C -1.17 0.11 -3.25
Cl 0.11 1.06 -2.45
H -1.87 0.78 -3.74
H -0.70 -0.57 -3.96
```

Output
HOMO in eV: -11.724
Multiplicity: 1
Relative energy (zero: lowest compared OMol25 entry of this formula, charge and spin) in kcal/mol: 8.4
Total charge: +1
Maximum force in Eh/bohr: 0.05151
E in eV: -82119.2629


3.
Molecular formula: C19H18Cl5N3PdSb
Method: DFT, ωB97M-V/def2-TZVPD

Geometry as XYZ:
```
47
C19H18Cl5N3PdSb (ωB97M-V/def2-TZVPD)
Pd 0.39 0.86 -0.19
N -2.14 0.01 2.08
C -2.51 0.93 1.12
C -3.88 1.23 1.01
C -4.30 2.14 0.08
C -3.36 2.77 -0.74
C -2.05 2.44 -0.58
N -1.61 1.54 0.33
C -0.91 -0.47 2.54
C -0.94 -1.36 3.62
C 0.25 -1.87 4.09
C 1.44 -1.49 3.47
C 1.36 -0.61 2.42
N 0.21 -0.11 1.94
H -2.93 -0.34 2.60
H -4.58 0.75 1.68
H -5.35 2.38 0.00
H -3.66 3.49 -1.49
H -1.28 2.91 -1.17
H -1.88 -1.63 4.08
H 0.25 -2.56 4.92
H 2.39 -1.86 3.81
H 2.26 -0.28 1.91
Cl 1.67 2.99 0.62
C 2.88 1.90 -0.01
C 2.37 0.78 -0.62
C 3.29 -0.17 -1.03
Cl 2.76 -1.65 -1.77
C 4.66 0.04 -0.88
Cl 5.78 -1.15 -1.42
C 5.13 1.21 -0.28
Cl 6.81 1.47 -0.09
C 4.23 2.16 0.17
Cl 4.74 3.60 0.94
C -2.53 -0.91 -2.17
Sb -0.41 -0.90 -1.91
C 0.15 -0.69 -3.94
C -0.20 -2.96 -1.46
H -2.76 -1.63 -2.95
H -2.87 0.08 -2.47
H -3.02 -1.20 -1.24
H -0.07 -1.61 -4.47
H 1.21 -0.45 -4.02
H -0.44 0.13 -4.36
H -0.62 -3.53 -2.29
H -0.76 -3.16 -0.55
H 0.84 -3.22 -1.31
```

Output
HOMO in eV: -11.301
Multiplicity: 1
Relative energy (zero: lowest compared OMol25 entry of this formula, charge and spin) in kcal/mol: 15.2
Total charge: +1
Maximum force in Eh/bohr: 0.02047
E in eV: -97089.5159


4.
Molecular formula: C19H18Cl5N4SSc
Method: DFT, ωB97M-V/def2-TZVPD

Geometry as XYZ:
```
48
C19H18Cl5N4SSc (ωB97M-V/def2-TZVPD)
Sc -1.71 0.97 0.79
Cl -4.04 2.50 0.85
C -4.62 0.84 0.83
C -3.62 -0.12 0.77
C -4.08 -1.44 0.73
Cl -2.90 -2.69 0.60
C -5.43 -1.77 0.77
Cl -5.93 -3.42 0.73
C -6.38 -0.76 0.85
Cl -8.05 -1.15 0.92
C -5.98 0.58 0.87
Cl -7.14 1.84 0.95
C 2.91 -1.98 1.80
C 2.18 -0.71 1.48
N 2.86 0.38 1.48
N 2.23 1.58 1.40
C 0.80 1.51 1.37
S -0.22 3.00 1.10
N 0.84 -0.84 1.08
N -0.12 -1.40 2.00
H 3.96 -1.77 1.94
H 2.79 -2.70 0.98
H 2.52 -2.44 2.71
H 2.72 2.27 0.86
H 0.18 -1.25 2.96
H -0.19 -2.40 1.85
C -0.14 -0.98 -1.57
C 0.46 0.36 -1.08
C -0.40 1.47 -1.72
C 0.28 0.35 0.48
C 1.91 0.52 -1.49
C 2.50 1.78 -1.57
C 3.84 1.93 -1.88
C 4.63 0.82 -2.11
C 4.06 -0.44 -2.05
C 2.72 -0.59 -1.75
H -1.21 -1.00 -1.34
H 0.32 -1.82 -1.07
H 0.00 -1.08 -2.65
H -1.47 1.35 -1.41
H -0.36 1.38 -2.81
H -0.08 2.47 -1.45
H 0.53 1.20 2.41
H 1.91 2.67 -1.37
H 4.27 2.92 -1.93
H 5.68 0.94 -2.34
H 4.67 -1.32 -2.22
H 2.31 -1.58 -1.71
```

Output
HOMO in eV: -7.738
Multiplicity: 1
Relative energy (zero: lowest compared OMol25 entry of this formula, charge and spin) in kcal/mol: 17.1
Maximum force in Eh/bohr: 0.03046
E in eV: -120101.1580


5.
Molecular formula: C19H18ClN3O3S
Method: DFT, ωB97M-V/def2-TZVPD

Geometry as XYZ:
```
45
C19H18ClN3O3S (ωB97M-V/def2-TZVPD)
C -3.04 -0.21 -2.73
C -4.22 -0.12 -1.76
C -4.02 -1.05 -0.58
O -4.69 -2.04 -0.42
N -3.00 -0.73 0.29
C -2.66 -1.71 1.33
C -1.25 -2.17 1.22
C -0.17 -2.00 2.04
C 0.91 -2.67 1.42
C 0.41 -3.19 0.27
O -0.89 -2.90 0.14
C -2.25 0.41 0.27
N -0.96 0.43 0.25
C -0.45 1.69 0.37
C 1.03 1.87 0.34
O 1.57 2.94 0.47
N 1.66 0.68 0.13
C 3.02 0.42 0.01
C 3.99 1.40 0.23
C 5.33 1.08 0.09
C 5.71 -0.21 -0.25
Cl 7.38 -0.60 -0.41
C 4.75 -1.18 -0.47
C 3.41 -0.87 -0.34
C -1.37 2.70 0.48
C -1.16 4.16 0.60
S -2.97 2.02 0.46
H -2.90 -1.24 -3.06
H -2.12 0.12 -2.26
H -3.23 0.41 -3.60
H -5.13 -0.44 -2.27
H -4.36 0.90 -1.43
H -2.81 -1.25 2.31
H -3.36 -2.54 1.19
H -0.16 -1.47 2.97
H 1.91 -2.74 1.79
H 0.86 -3.77 -0.51
H 1.04 -0.12 0.04
H 3.70 2.40 0.49
H 6.08 1.84 0.26
H 5.05 -2.18 -0.74
H 2.66 -1.62 -0.51
H -1.66 4.68 -0.22
H -1.57 4.53 1.54
H -0.09 4.36 0.57
```

Output
HOMO in eV: -8.368
Multiplicity: 1
Relative energy (zero: lowest compared OMol25 entry of this formula, charge and spin) in kcal/mol: 0.0
Maximum force in Eh/bohr: 0.02542
E in eV: -53966.4726
SMILES: CCC(=O)N(Cc1ccco1)c1nc(C(=O)Nc2ccc(Cl)cc2)c(C)s1